Entry 1:
Computed, not measured: 2 unconnected molecules or ions with the total composition C13H24NO4, with the ωB97M-V functional and the def2-TZVPD basis.

Values from the calculation:
HOMO-LUMO gap: 8.58 eV
LUMO level: -3.31 eV
charge: +1
calculated total energy: -23538.67883 eV

XYZ file:
```
42
Properties=species:S:1:pos:R:3:forces:R:3
C 2.06527 2.27221 1.43654 -0.1 0.2 0.0
C 2.33612 2.14478 0.27619 0.1 0.0 0.0
C 2.74816 1.97550 -1.11517 -0.3 -0.1 0.0
C 2.86640 0.50537 -1.58739 0.5 0.3 -0.3
C 3.83376 0.44260 -2.77897 -0.4 -0.2 0.1
C 3.35938 -0.40306 -0.45908 -0.1 -0.2 0.0
N 2.94083 -1.82019 -0.75748 0.1 0.0 0.4
C 1.43746 -1.96677 -0.82257 -0.3 -0.2 0.1
C 0.79098 -0.63017 -1.15199 0.2 0.3 -0.2
C -0.55421 -0.85413 -1.80360 0.1 0.3 -0.1
O -1.24313 0.37327 -1.73361 0.0 -0.1 0.2
O -2.60942 0.07106 -1.99271 -0.2 0.1 0.0
O 1.61629 0.04706 -2.09276 0.0 -0.3 0.1
H 1.81136 2.48638 2.44849 0.0 -0.1 0.0
H 3.68079 2.50928 -1.30041 0.1 0.0 0.1
H 1.99537 2.42632 -1.76564 0.1 0.0 -0.1
H 3.57355 -0.41067 -3.40691 0.1 -0.1 0.0
H 4.86781 0.35033 -2.45157 0.1 0.2 0.0
H 3.71828 1.33098 -3.39589 0.1 0.0 0.0
H 4.44395 -0.37654 -0.38770 0.0 0.0 0.0
H 2.94565 -0.16817 0.51938 -0.1 0.1 -0.1
H 3.39684 -2.15609 -1.60589 -0.2 0.1 -0.1
H 3.27030 -2.41005 0.00571 0.2 -0.1 -0.1
H 1.09051 -2.33750 0.14057 0.1 0.0 0.1
H 1.20464 -2.72484 -1.56867 0.1 0.1 -0.1
H 0.67261 -0.00476 -0.26280 -0.1 -0.1 0.1
H -0.37367 -1.11920 -2.85135 -0.1 -0.2 0.0
H -1.12266 -1.64278 -1.30552 0.0 0.0 0.1
H -3.01083 0.25956 -1.12778 0.0 -0.2 0.0
C -4.17476 1.13108 2.93318 -0.1 0.0 0.0
C -4.08746 -0.28533 3.49856 0.1 0.0 0.0
C -4.18186 -1.12914 2.23530 -0.1 0.0 0.0
O -3.57721 -0.35275 1.19173 0.2 0.1 -0.2
C -3.38254 0.99447 1.64108 0.0 0.0 0.1
H -3.76854 1.89383 3.59486 0.0 0.0 0.0
H -5.21306 1.38621 2.71538 0.0 0.0 0.0
H -3.12310 -0.43774 3.98801 0.0 0.0 0.0
H -4.87268 -0.51834 4.21495 0.0 0.0 0.0
H -5.22285 -1.32903 1.96684 0.0 0.0 0.0
H -3.65684 -2.08138 2.31346 0.0 0.0 0.0
H -2.31257 1.16048 1.81176 0.0 0.0 0.0
H -3.71866 1.68156 0.86224 0.0 0.0 0.0
```
Forces are in eV/Å.

=====

Entry 2:
Computed, not measured: a molecular structure, C42H54MnN2O6SSe in a non-equilibrium geometry, with the ωB97M-V functional and the def2-TZVPD basis.

Values from the calculation:
HOMO-LUMO gap (spin up / spin down): 5.54 / 5.82 eV
LUMO level (spin up / spin down): 4.17 / 4.17 eV
2S+1: 6
charge: -2
calculated total energy: -167202.85957 eV

XYZ file:
```
107
Properties=species:S:1:pos:R:3:forces:R:3
Mn -0.05600 -0.30305 -0.47253 2.2 0.9 1.1
C 6.17956 -0.46620 4.86198 -0.1 0.0 0.0
C 4.65795 -0.36417 4.99326 0.0 0.0 0.0
C 4.33228 0.96263 5.69757 0.0 -0.1 0.0
C 4.18344 -1.52790 5.87929 0.1 0.1 0.0
C 3.95085 -0.42445 3.64178 0.0 0.0 0.1
C 2.56204 -0.32480 3.58004 0.0 0.0 -0.2
C 1.90175 -0.38059 2.37352 -0.3 0.0 -0.1
Se -0.02274 -0.13327 2.35581 0.3 0.4 0.7
C -0.02738 1.79660 2.37601 -0.1 -0.4 -0.1
C -0.09196 2.50885 3.55216 0.0 0.0 -0.1
C -0.10280 3.90345 3.53490 0.0 0.1 0.1
C -0.14405 4.50866 2.28006 0.0 0.0 0.1
C -0.12146 3.82790 1.06716 0.0 0.0 0.0
C 0.06902 2.40749 1.08241 0.2 -0.1 0.0
O 0.33777 1.69888 0.05704 0.0 0.8 0.1
C -0.25633 4.66216 -0.21915 0.0 0.0 0.0
C 1.01961 5.49536 -0.41637 0.0 0.0 0.0
C -1.46330 5.60898 -0.08062 0.1 0.0 0.0
C -0.49194 3.83750 -1.48899 0.0 -0.1 0.0
C -0.06070 4.68570 4.84677 0.0 0.0 0.0
C -0.08607 6.20042 4.62656 0.0 -0.1 0.0
C 1.23040 4.33982 5.60678 -0.1 0.0 0.0
C -1.26712 4.31741 5.72490 0.1 0.0 0.0
C 2.56192 -0.56910 1.11705 -0.1 0.0 0.1
O 1.88912 -0.68278 0.03593 0.8 -0.2 0.1
C 3.99220 -0.63427 1.18443 -0.1 0.0 -0.1
C 4.61403 -0.56929 2.42785 0.0 0.0 0.0
C 4.91705 -0.74089 -0.04457 0.0 0.0 0.0
C 4.20226 -0.84124 -1.39740 0.0 0.0 0.0
C 5.80588 0.51373 -0.09747 0.0 0.0 0.0
C 5.80721 -1.98856 0.08841 0.0 0.0 0.0
H 6.63604 -0.42224 5.85501 0.0 0.0 0.0
H 6.47015 -1.40969 4.39494 0.0 0.0 0.0
H 6.57831 0.35763 4.26638 0.0 0.0 0.0
H 4.82657 1.01300 6.67430 0.0 0.0 0.0
H 4.67126 1.80495 5.09144 0.0 0.0 0.0
H 3.25827 1.07288 5.84940 0.0 0.0 0.0
H 4.65955 -1.48122 6.86541 0.0 0.0 0.0
H 3.10196 -1.49957 6.01450 0.0 0.0 0.0
H 4.43864 -2.48241 5.41396 0.0 0.0 0.0
H 1.96399 -0.18516 4.47455 0.0 0.0 0.0
H -0.11800 1.95670 4.48645 0.0 0.0 0.0
H -0.20476 5.59007 2.23697 0.0 0.0 0.0
H 1.20226 6.15007 0.44007 0.0 0.0 0.0
H 1.87656 4.82891 -0.52898 0.0 0.0 0.0
H 0.94039 6.11366 -1.31712 0.0 0.0 0.0
H -1.33113 6.34029 0.71988 0.0 0.0 0.0
H -1.61714 6.15689 -1.01544 0.0 0.0 0.0
H -2.36338 5.02836 0.13132 0.0 0.0 0.0
H 0.34757 3.19312 -1.72703 0.0 -0.1 0.0
H -1.36314 3.18971 -1.38024 0.0 0.0 0.0
H -0.66425 4.51558 -2.33313 0.0 0.0 0.1
H 0.76804 6.52154 4.02724 0.0 0.0 0.0
H -1.00343 6.50743 4.11987 0.0 0.0 0.0
H -0.03965 6.71409 5.59134 0.0 0.0 0.0
H 2.10237 4.61010 5.00820 0.0 0.0 0.0
H 1.27681 4.87997 6.55947 0.0 0.0 0.0
H 1.28496 3.26978 5.81051 0.0 0.0 0.0
H -2.19716 4.58590 5.21950 0.0 0.0 0.0
H -1.29031 3.24574 5.92504 0.0 0.0 0.0
H -1.22304 4.84743 6.68315 0.0 0.0 0.0
H 5.69690 -0.63181 2.44574 0.0 0.0 0.0
H 3.57570 0.02823 -1.58373 0.0 0.0 0.0
H 4.95846 -0.91048 -2.19079 0.0 0.0 0.0
H 3.55861 -1.71785 -1.44802 -0.1 0.0 0.0
H 5.17805 1.40081 -0.19721 0.0 0.0 0.0
H 6.40748 0.62310 0.80779 0.0 0.0 0.0
H 6.48198 0.46830 -0.95802 0.0 0.0 0.0
H 5.18026 -2.88135 0.13840 0.0 0.0 0.0
H 6.46657 -2.07694 -0.78154 0.0 0.0 0.0
H 6.42919 -1.95608 0.98529 0.0 0.0 0.0
C 2.01556 -5.15768 -5.08122 0.0 0.1 0.0
C 1.50278 -3.76362 -4.83148 0.0 0.1 0.0
C 2.34076 -2.78834 -4.29146 -0.1 -0.2 -0.1
C 1.87966 -1.50670 -4.06497 0.0 0.2 0.1
C 0.57012 -1.17599 -4.37784 0.0 0.0 0.0
C -0.27045 -2.12437 -4.93475 -0.1 0.1 0.0
C 0.19702 -3.41068 -5.15454 0.1 -0.1 0.0
S 0.00771 0.47664 -4.00606 -0.1 0.5 -0.1
O -1.01877 0.78234 -4.99449 0.0 -0.2 0.2
O 1.19393 1.29763 -4.06155 -0.1 -0.1 0.2
N -0.52924 0.50135 -2.50006 -0.2 0.0 -0.8
C -1.76643 0.06792 -2.13331 -0.8 0.7 -0.6
C -2.77236 -0.44681 -2.98385 -0.3 -0.2 0.0
C -3.95802 -0.89706 -2.44622 0.4 0.2 0.0
C -4.15275 -0.83157 -1.06744 -0.3 0.0 0.1
C -3.15936 -0.26582 -0.30229 0.2 0.2 0.0
N -2.00945 0.20448 -0.79616 -1.5 -0.3 -1.0
H 2.71802 -5.45713 -4.30253 0.0 0.0 0.0
H 2.53877 -5.21255 -6.04015 0.0 0.0 0.0
H 1.19579 -5.87680 -5.10489 0.0 0.0 0.0
H 3.36080 -3.05047 -4.03101 0.0 0.0 0.0
H 2.50784 -0.74344 -3.62521 0.0 -0.1 0.0
H -1.28495 -1.85530 -5.19546 0.0 0.0 0.0
H -0.46560 -4.15846 -5.57900 0.0 0.0 0.0
H -2.60394 -0.45673 -4.04727 0.0 0.0 0.0
H -4.72995 -1.28907 -3.09815 0.0 0.0 0.0
H -5.06253 -1.19381 -0.60598 0.0 0.0 0.0
H -3.26620 -0.15950 0.77134 0.0 -0.1 0.0
C -0.28320 -4.25953 -0.92893 0.0 0.3 0.0
C -0.26713 -2.73318 -0.79888 -0.2 -1.3 0.0
O 0.25504 -2.07799 -1.72555 -0.1 -0.4 -0.1
O -0.79058 -2.21690 0.22158 -0.1 -0.5 0.0
H -0.81749 -4.52549 -1.84304 0.0 0.0 0.0
H -0.76816 -4.71073 -0.06536 0.0 0.0 0.0
H 0.74332 -4.61874 -1.01644 0.0 0.0 0.0
```
Forces are in eV/Å.

=====

Entry 3:
Computed, not measured: 3 unconnected molecules or ions with the total composition C20H33N3O4, with the ωB97M-V functional and the def2-TZVPD basis.

Values from the calculation:
HOMO-LUMO gap: 9.18 eV
SMILES string: CCCCNC1=C(CCOCC)C(=O)OC1=O.CCCC#N.CCCC#N
LUMO level: -0.76 eV
charge: 0
calculated total energy: -33934.92329 eV
energy relative to the best compared isomer or geometry (same formula, charge and spin): 1.0855 eV

XYZ file:
```
60
Properties=species:S:1:pos:R:3:forces:R:3
C -1.17284 4.40787 -1.62236 0.0 -0.5 0.5
C -0.93975 2.88408 -1.60192 0.0 0.2 -0.4
C -0.10252 2.40226 -2.79156 0.4 0.3 0.4
C 0.61613 1.08698 -2.54424 -0.4 -0.4 -0.2
N -0.28948 -0.07837 -2.81656 0.3 0.0 0.0
C 0.24301 -1.26345 -2.28004 0.0 -0.1 0.2
C -0.13016 -1.95981 -1.19943 0.1 0.3 0.0
C -1.25926 -1.73867 -0.25035 0.1 -0.1 -0.3
C -1.14852 -0.46879 0.60658 -0.2 0.1 0.2
O -0.57975 -0.65438 1.88179 -0.1 -0.2 -0.1
C 0.68827 -1.28556 1.87432 0.1 0.1 0.2
C 1.33084 -1.09144 3.23495 -0.1 0.0 -0.4
C 0.81186 -3.10192 -1.08777 0.0 -0.3 0.1
O 0.74663 -4.06802 -0.39081 0.1 0.3 0.0
O 1.82868 -2.94914 -2.02369 -0.2 -0.3 -0.3
C 1.40680 -1.97184 -2.90184 -0.1 0.1 -0.4
O 1.86709 -1.81533 -3.99242 0.1 0.1 0.5
H -1.11570 4.81623 -2.62894 -0.1 0.1 0.0
H -0.43008 4.87707 -0.97682 0.1 0.2 -0.3
H -2.14287 4.62944 -1.17637 -0.1 0.2 -0.2
H -1.89806 2.36490 -1.60310 0.0 -0.1 0.2
H -0.40115 2.64250 -0.68442 -0.2 -0.1 0.1
H 0.67044 3.15473 -2.98051 0.0 0.0 -0.1
H -0.70950 2.33855 -3.69571 0.0 0.0 -0.1
H 0.92401 1.01446 -1.50075 0.1 0.1 0.0
H 1.50755 1.00725 -3.17226 0.1 0.0 0.0
H -0.29658 -0.19256 -3.82789 -0.1 0.0 0.0
H -2.17572 -1.65871 -0.83848 0.0 0.0 0.0
H -1.35133 -2.61966 0.38495 -0.1 0.0 0.1
H -2.15905 -0.09782 0.77939 0.1 0.0 0.1
H -0.61409 0.32294 0.06912 0.1 -0.1 -0.1
H 1.32174 -0.84660 1.09093 0.0 0.0 0.0
H 0.58749 -2.35808 1.67751 0.0 0.0 -0.1
H 0.74045 -1.61018 3.98791 0.1 0.0 0.1
H 1.37637 -0.02950 3.47056 0.0 0.0 0.1
H 2.34004 -1.50194 3.20804 0.0 0.0 0.1
C 0.53637 8.37664 3.09889 0.0 0.0 0.0
C 0.06517 8.34075 1.65017 0.1 0.0 0.1
C -0.93489 7.21128 1.37677 0.1 0.1 0.0
C -0.34914 5.89725 1.64130 0.1 -0.4 0.0
N 0.13498 4.87195 1.83832 -0.1 0.3 -0.1
H 1.06335 7.46019 3.36686 0.0 0.0 0.0
H 1.21970 9.21002 3.25926 0.0 0.0 0.0
H -0.30565 8.49589 3.78310 0.0 0.0 0.0
H 0.92393 8.22790 0.98623 0.0 0.0 0.0
H -0.41228 9.28818 1.39514 0.0 0.0 0.0
H -1.26306 7.22898 0.33651 0.0 0.0 0.0
H -1.81918 7.32290 2.00640 0.0 0.0 0.0
C 1.24692 -8.86653 -0.15406 0.0 0.0 0.0
C 0.08333 -8.02155 -0.65776 0.1 -0.1 0.0
C -0.52853 -7.13927 0.43607 0.0 -0.1 -0.1
C -1.06104 -7.94249 1.53781 -0.1 -0.1 0.3
N -1.47012 -8.57764 2.40584 0.1 0.2 -0.3
H 0.92507 -9.56147 0.62261 0.0 0.0 0.0
H 1.67535 -9.45329 -0.96645 0.0 0.0 0.0
H 2.03707 -8.23721 0.25931 0.0 0.0 0.0
H -0.69020 -8.67086 -1.07230 0.0 0.0 0.0
H 0.42473 -7.37246 -1.46568 0.0 0.1 0.0
H -1.34067 -6.53480 0.03186 0.0 0.0 0.0
H 0.22151 -6.45597 0.83605 0.0 0.0 0.0
```
Forces are in eV/Å.

=====

Entry 4:
Computed, not measured: a gas-phase ion, C8H9O2S (charge +1) in a non-equilibrium geometry, with the ωB97M-V functional and the def2-TZVPD basis.

Values from the calculation:
HOMO-LUMO gap: 7.76 eV
LUMO level: -4.85 eV
charge: +1
calculated total energy: -23357.44615 eV
energy relative to the best compared isomer or geometry (same formula, charge and spin): 1.9698 eV

XYZ file:
```
20
Properties=species:S:1:pos:R:3:forces:R:3
C -0.27428 1.25203 -0.24770 -0.6 -0.3 -1.0
C 0.74925 1.28085 0.53389 0.6 -0.1 -0.5
C 0.06743 -2.03549 -0.49503 1.4 -0.4 0.0
C 1.40663 -1.64922 0.06561 -0.8 -0.8 1.3
C 2.17896 -2.64121 0.55006 1.2 -1.2 -0.6
C -2.37908 0.51782 -0.80906 0.3 -1.4 -1.8
C -1.81618 -0.80977 -1.39310 -2.9 -0.7 -1.3
C 1.09100 2.48436 1.38319 -2.2 0.1 2.2
O -1.22287 1.36263 -1.06863 1.2 1.4 1.6
O -0.57070 -0.93821 -0.72625 -0.4 0.4 0.7
S 1.97830 -0.04632 0.73033 -0.7 0.5 -0.5
H 3.14785 -2.49215 1.04554 -0.5 0.6 0.1
H 2.10879 -3.74414 0.38652 -0.9 1.2 -0.3
H -3.29213 1.01836 -1.10919 0.2 -0.2 -1.3
H -2.59094 0.37330 0.19045 0.5 -0.2 2.6
H -2.63951 -1.63962 -1.47816 2.0 1.0 1.3
H -1.52070 -0.73895 -2.42442 -0.1 0.6 -0.6
H 0.34271 3.37699 1.34369 0.4 -2.2 0.6
H 1.90513 3.06685 1.11172 2.3 0.1 -1.1
H 1.33035 2.00189 2.41055 -0.8 1.4 -1.4
```
Forces are in eV/Å.